Record 1
This record from the OMol25 dataset describes the molecule C4H10FN. The level of theory is the ωB97M-V functional and the def2-TZVPD basis.

Structure (SMILES): CC[C@H](F)CN
HOMO-LUMO gap (eV): 10.56
E_LUMO (eV): 1.0156

Last column: Löwdin charge in e.
Atoms and positions in Å:
C (0.52, 0.46, -2.36)  -0.124
C (0.72, -0.57, -1.19)  -0.184
C (0.43, 0.05, 0.22)  -0.270
F (0.70, -1.11, 1.13)  -0.103
C (-1.02, 0.34, 0.43)  -0.231
N (-1.21, 0.68, 1.87)  0.001
H (1.01, 1.46, -2.12)  0.094
H (0.93, 0.01, -3.33)  0.081
H (-0.52, 0.71, -2.63)  0.052
H (0.07, -1.45, -1.21)  0.114
H (1.81, -0.76, -1.28)  0.114
H (1.06, 0.73, 0.61)  0.102
H (-1.60, -0.54, 0.40)  0.103
H (-1.45, 1.11, -0.31)  0.134
H (-2.22, 0.74, 2.01)  0.069
H (-0.81, 1.55, 2.10)  0.047

=====

Record 2
This record from the OMol25 dataset describes the molecule C4H10FN. The level of theory is the ωB97M-V functional and the def2-TZVPD basis.

Structure (SMILES): CC(C)N(C)F
HOMO-LUMO gap (eV): 10.46
E_LUMO (eV): 1.0537

Last column: Löwdin charge in e.
Atoms and positions in Å:
C (-1.44, 0.41, -0.76)  -0.045
C (-0.18, -0.60, -0.56)  -0.389
C (-0.43, -1.39, 0.78)  -0.052
N (1.00, 0.27, -0.75)  -0.081
C (1.35, 1.30, 0.48)  0.012
F (2.16, -0.62, -0.73)  -0.132
H (-1.94, 0.25, 0.15)  0.023
H (-1.16, 1.50, -0.83)  0.078
H (-2.14, 0.06, -1.57)  0.087
H (-0.23, -1.29, -1.43)  0.130
H (-0.20, -0.65, 1.59)  0.080
H (0.27, -2.18, 0.91)  0.059
H (-1.44, -1.70, 0.62)  0.061
H (0.75, 2.24, 0.35)  0.092
H (1.27, 0.83, 1.40)  0.027
H (2.37, 1.56, 0.37)  0.049

=====

Record 3
This record from the OMol25 dataset describes a structure of composition C4H10FNO5P2. The level of theory is the ωB97M-V functional and the def2-TZVPD basis.

HOMO-LUMO gap (eV): 9.36
E_LUMO (eV): -0.6859

Last column: Löwdin charge in e.
Atoms and positions in Å:
O (5.76, -2.83, -0.65)  0.197
C (5.01, -3.16, -1.46)  -0.457
N (4.22, -3.21, -2.41)  -0.121
P (2.63, -3.64, -1.82)  0.821
F (2.06, -2.29, -1.17)  -0.359
H (2.84, -4.43, -0.65)  -0.066
C (0.04, 1.29, 2.57)  -0.101
O (-0.30, 2.22, 1.53)  -0.277
P (-1.70, 1.94, 0.73)  0.576
O (-2.69, 1.80, 1.82)  -0.240
O (-1.19, 0.50, 0.13)  -0.282
C (0.05, 0.43, -0.60)  -0.104
O (-2.63, 2.27, -0.58)  -0.260
C (-3.70, 1.35, -0.84)  -0.106
H (-0.03, 1.81, 3.53)  0.093
H (-0.61, 0.42, 2.58)  0.087
H (1.07, 0.97, 2.41)  0.091
H (0.66, -0.35, -0.16)  0.070
H (0.60, 1.37, -0.56)  0.084
H (-0.17, 0.18, -1.64)  0.089
H (-4.50, 1.49, -0.11)  0.088
H (-3.35, 0.32, -0.82)  0.085
H (-4.07, 1.58, -1.83)  0.090

=====

Record 4
This record from the OMol25 dataset describes a cluster of 2 separate species, C4H10FOP in total. The level of theory is the ωB97M-V functional and the def2-TZVPD basis.

HOMO-LUMO gap (eV): 9.80
E_LUMO (eV): 0.3579

Last column: Löwdin charge in e.
Atoms and positions in Å:
C (-1.07, -2.07, 0.23)  -0.090
C (0.16, 2.15, 0.43)  -0.189
C (1.76, 0.12, -0.75)  -0.172
C (-1.17, -0.58, 0.00)  -0.464
O (0.85, -0.23, 1.76)  -0.357
F (-1.51, -0.34, -1.24)  -0.012
P (0.42, 0.35, 0.52)  0.540
H (-1.97, -2.72, -0.07)  0.110
H (-0.23, -2.43, -0.27)  0.043
H (-0.80, -2.17, 1.34)  0.103
H (-0.59, 2.44, -0.44)  0.105
H (-0.39, 2.43, 1.29)  0.021
H (1.04, 2.66, 0.30)  0.010
H (1.42, 0.67, -1.67)  0.050
H (2.64, 0.46, -0.33)  0.003
H (1.81, -0.98, -1.20)  0.093
H (-2.00, 0.57, 1.10)  0.206

=====

Record 5
This record from the OMol25 dataset describes a cluster of 2 separate species, C4H10FP in total. The level of theory is the ωB97M-V functional and the def2-TZVPD basis.

Structure (SMILES): [H]/P=C(\F)CC.C
HOMO-LUMO gap (eV): 9.27
E_LUMO (eV): 0.2505

Last column: Löwdin charge in e.
Atoms and positions in Å:
H (-1.92, 2.07, -0.27)  -0.085
P (-2.20, 0.81, 0.61)  0.835
C (-1.34, -0.35, -0.35)  -0.689
F (-0.80, 0.05, -1.55)  -0.048
C (-1.02, -1.70, 0.14)  -0.255
C (0.54, -1.81, 0.34)  -0.056
H (-1.40, -1.73, 1.06)  0.041
H (-1.31, -2.44, -0.58)  0.112
H (0.71, -2.81, 0.74)  0.086
H (0.92, -0.93, 0.82)  0.059
H (0.95, -1.67, -0.60)  0.036
C (1.45, 2.04, -0.05)  -0.061
H (1.54, 1.56, 0.81)  -0.063
H (0.28, 2.10, -0.26)  -0.005
H (1.68, 3.19, 0.11)  0.064
H (1.92, 1.63, -0.96)  0.028

=====

Record 6
This record from the OMol25 dataset describes a cluster of 2 separate species, C4H10FP in total. The level of theory is the ωB97M-V functional and the def2-TZVPD basis.

HOMO-LUMO gap (eV): 8.87
E_LUMO (eV): 0.9856

Last column: Löwdin charge in e.
Atoms and positions in Å:
C (-1.89, -0.01, 0.96)  -0.176
C (0.94, 1.31, -1.10)  -0.117
C (-1.02, -0.81, 0.05)  -0.099
C (0.97, 0.32, 0.02)  -0.680
F (0.95, 0.94, 1.24)  -0.066
P (2.25, -0.99, -0.01)  0.832
H (-1.53, -0.07, 1.98)  0.069
H (-2.91, -0.40, 0.94)  0.070
H (-1.92, 1.03, 0.65)  0.067
H (0.91, 0.79, -2.06)  0.074
H (0.07, 1.96, -1.01)  0.076
H (1.83, 1.94, -1.06)  0.078
H (-1.25, -0.76, -1.00)  0.054
H (-0.70, -1.78, 0.40)  0.040
H (1.61, -1.73, -1.01)  -0.110
H (1.68, -1.74, 1.02)  -0.113

=====

Record 7
This record from the OMol25 dataset describes a cluster of 2 separate species, C4H10I2N in total. The level of theory is the ωB97M-V functional and the def2-TZVPD basis.

Charge: +1
HOMO-LUMO gap (eV): 8.01
E_LUMO (eV): -5.6108

Last column: Löwdin charge in e.
Atoms and positions in Å:
C (-0.56, 1.07, 1.62)  -0.095
C (-0.28, 0.02, -2.31)  -0.206
C (0.26, -0.21, 1.68)  -0.419
C (1.18, -0.41, 0.59)  -1.235
N (-0.62, -0.69, -1.13)  -0.048
I (2.11, 1.20, -0.34)  1.069
I (2.13, -2.16, 0.19)  1.031
H (-0.03, 1.90, 1.91)  0.046
H (-1.29, 0.98, 2.42)  0.096
H (-1.07, 1.02, 0.65)  0.068
H (-0.96, -0.36, -3.03)  0.079
H (-0.44, 1.07, -2.22)  0.060
H (0.83, -0.06, -2.67)  0.085
H (1.00, -0.32, 2.60)  0.187
H (-0.29, -1.15, 1.70)  0.110
H (-0.65, -1.68, -1.13)  0.075
H (-1.32, -0.21, -0.53)  0.097

=====

Record 8
This record from the OMol25 dataset describes a structure of composition C4H10I2N. The level of theory is the ωB97M-V functional and the def2-TZVPD basis.

Charge: +1
HOMO-LUMO gap (eV): 9.41
E_LUMO (eV): -3.8908

Last column: Löwdin charge in e.
Atoms and positions in Å:
C (-0.16, 0.31, -2.54)  -0.122
C (0.35, -0.90, 1.89)  -0.046
C (0.21, 0.58, -1.16)  -0.142
C (-1.28, -0.02, 0.19)  -1.290
N (-0.65, 0.12, 1.54)  -0.153
I (-2.73, 1.47, 0.08)  0.942
I (-2.07, -1.97, -0.10)  0.938
H (0.88, 0.23, -3.15)  0.165
H (-0.88, 1.01, -2.81)  0.059
H (-0.47, -0.70, -2.69)  0.051
H (0.73, -1.16, 0.89)  0.077
H (1.16, -0.85, 2.61)  0.123
H (-0.31, -1.76, 2.11)  0.058
H (1.05, 0.16, -0.67)  0.061
H (0.30, 1.57, -0.76)  0.070
H (-0.24, 0.99, 1.45)  0.100
H (-1.28, 0.22, 2.27)  0.108

=====

Record 9
This record from the OMol25 dataset describes a cluster of 2 separate species, C4H10I2N in total. The level of theory is the ωB97M-V functional and the def2-TZVPD basis.

Charge: +1
Spin multiplicity: 3
HOMO-LUMO gap (spin up / spin down) (eV): 6.63 / 7.09
<S²>: 2.01
E_LUMO (spin up / spin down) (eV): -4.7880 / -6.6212

Last column: Löwdin charge in e.
Atoms and positions in Å:
C (0.26, 1.03, -1.75)  -0.121
C (-0.22, -2.04, -0.37)  0.046
C (0.52, 1.17, -0.25)  -0.785
C (-0.33, 0.19, 0.50)  -0.713
N (-0.11, -0.13, 1.90)  0.083
I (2.60, 0.78, 0.37)  0.920
I (-2.54, 0.74, 0.27)  0.906
H (0.80, 1.83, -2.22)  0.095
H (0.52, 0.03, -1.93)  0.041
H (-0.83, 1.12, -1.73)  0.007
H (0.72, -2.24, -0.78)  0.002
H (-1.08, -1.74, -1.10)  0.060
H (-0.44, -2.51, 0.53)  -0.012
H (0.44, 2.18, 0.04)  0.057
H (-0.99, -0.60, 2.22)  0.136
H (-0.10, 0.79, 2.48)  0.212
H (0.79, -0.59, 1.82)  0.066

=====

Record 10
This record from the OMol25 dataset describes the molecule C4H10N. The level of theory is the ωB97M-V functional and the def2-TZVPD basis.

Spin multiplicity: 2
HOMO-LUMO gap (spin up / spin down) (eV): 4.35 / 12.56
<S²>: 0.75
E_LUMO (spin up / spin down) (eV): 1.0350 / 0.7026

Last column: Löwdin charge in e.
Atoms and positions in Å:
C (-0.11, -1.00, 0.76)  -0.231
N (-0.86, -0.80, -0.54)  -0.053
C (-0.86, 0.81, -0.66)  -0.160
C (0.71, 1.05, -0.40)  -0.215
C (1.23, -0.12, 0.52)  -0.187
H (-0.75, -0.56, 1.50)  0.078
H (0.19, -1.99, 1.07)  0.090
H (-1.87, -1.06, -0.47)  0.020
H (-0.69, -1.11, -1.50)  0.036
H (-1.37, 1.01, 0.35)  0.106
H (-1.26, 1.20, -1.60)  0.067
H (1.40, 1.28, -1.21)  0.087
H (0.86, 1.92, 0.29)  0.096
H (1.37, 0.34, 1.65)  0.142
H (2.00, -0.97, 0.25)  0.124